Record 1
The following is a DFT calculation (ωB97M-V/def2-TZVPD) of a gas-phase ion, C10H15N2S (charge +1).

Gap between HOMO and LUMO in eV: 8.92
Net charge: +1
Structure (SMILES): C[C@H]1SCC([NH+]2CCCC2)=C1C#N
Multiplicity: 1
HOMO in eV: -12.60

Cartesian coordinates (Å):
C  -3.6692  -0.1342  1.2218
C  -3.0887  -0.0454  -0.1621
S  -2.6422  1.6161  -0.7332
C  -0.9303  1.5472  -0.0572
C  -0.5310  0.1096  -0.0952
N  0.8824  -0.2565  -0.0940
C  1.7480  0.4384  0.8962
C  3.1779  0.1536  0.4251
C  3.0460  -0.2462  -1.0594
C  1.5750  -0.0234  -1.3947
C  -1.4834  -0.8128  -0.1621
C  -1.3876  -2.2020  -0.2093
N  -1.2984  -3.3455  -0.2518
H  -3.7629  -1.1760  1.5311
H  -4.6636  0.3104  1.2131
H  -3.0619  0.4020  1.9476
H  -3.6874  -0.5439  -0.9201
H  -0.9282  1.9433  0.9628
H  -0.3177  2.1910  -0.6892
H  0.9343  -1.2673  0.0916
H  1.5451  0.0767  1.9042
H  1.5267  1.5055  0.8504
H  3.6320  -0.6498  1.0041
H  3.8004  1.0379  0.5496
H  3.6849  0.3550  -1.7025
H  3.3210  -1.2905  -1.2056
H  1.3870  1.0059  -1.7020
H  1.1919  -0.6991  -2.1591

Charges computed using natural (NBO), reported in e: -0.65, -0.27, 0.28, -0.59, 0.18, -0.37, -0.22, -0.43, -0.43, -0.22, -0.09, 0.18, -0.20, 0.23, 0.25, 0.22, 0.25, 0.25, 0.25, 0.45, 0.25, 0.23, 0.24, 0.25, 0.25, 0.23, 0.23, 0.25

Record 2
The following is a DFT calculation (ωB97M-V/def2-TZVPD) of a molecular structure, C10H15N3.

Gap between HOMO and LUMO in eV: 8.93
Net charge: 0
Multiplicity: 1
HOMO in eV: -8.24

Cartesian coordinates (Å):
C  -3.3593  -0.3700  0.8839
C  -3.6439  -0.1549  -0.4649
C  -2.3210  -0.6895  -0.2865
C  -1.2255  0.1471  -0.2083
C  0.7411  1.0399  0.3188
C  2.2493  1.3233  0.5946
C  2.9804  0.0653  0.4278
C  2.5625  -0.5607  -1.0401
C  1.7492  -1.8307  -0.5314
C  0.6896  -1.4374  0.6259
H  -3.8167  -1.0499  1.7062
H  -2.7366  0.4165  1.5200
H  -4.0046  0.8794  -0.5247
H  -4.4337  -0.8176  -1.0101
H  -2.3602  -1.7784  -0.3707
H  2.4591  2.3784  0.0803
H  2.5061  1.6896  1.6508
H  4.2980  0.1119  0.7049
H  2.5457  -0.7650  1.3549
H  2.2121  0.2775  -1.7112
H  3.4879  -0.9831  -1.5847
H  2.6042  -2.4962  0.0647
H  1.2751  -2.4032  -1.2980
H  1.2213  -1.4413  1.5912
H  -0.0976  -2.0834  0.7711
N  -1.1888  1.3799  -0.6357
N  0.0311  1.9357  -0.4461
N  0.0585  -0.0484  0.3870

Charges computed using natural (NBO), reported in e: -0.39, -0.43, -0.30, 0.28, 0.33, -0.50, -0.39, -0.46, -0.39, -0.20, 0.22, 0.21, 0.26, 0.23, 0.25, 0.27, 0.23, 0.23, 0.20, 0.24, 0.22, 0.21, 0.22, 0.20, 0.21, -0.27, -0.31, -0.36

Record 3
The following is a DFT calculation (ωB97M-V/def2-TZVPD) of a single C10H15N3O4 molecule.

Gap between HOMO and LUMO in eV: 8.84
Net charge: 0
Structure (SMILES): CNC(=O)O/N=C1/[C@H]2CC[C@H](C2)[C@@]1(C)[N+](=O)[O-]
Multiplicity: 1
HOMO in eV: -9.32

Cartesian coordinates (Å):
C  -3.1542  1.4391  -3.7441
N  -2.5813  0.3941  -2.8818
C  -1.3132  0.2027  -2.5447
O  -0.4680  0.9078  -3.1501
O  -0.9536  -0.7510  -1.6019
N  0.4936  -0.8337  -1.3099
C  0.7873  -0.6769  -0.0541
C  2.2297  -0.4382  0.2333
C  2.3877  1.0452  0.5714
C  1.6376  1.2130  1.8872
C  1.1133  -0.2192  2.1195
C  2.2864  -1.0620  1.6252
C  -0.1203  -0.5972  1.2202
C  -0.5314  -2.0574  1.6152
N  -1.2509  0.3630  1.4017
O  -1.4488  1.4254  0.6454
O  -1.9909  0.1372  2.3681
H  -4.2085  1.4725  -3.9491
H  -2.8503  2.3783  -3.3412
H  -2.6235  1.3310  -4.7271
H  -3.0742  -0.5110  -2.8173
H  2.8695  -0.8298  -0.5428
H  3.4707  1.3201  0.7314
H  1.9750  1.5323  -0.3353
H  0.8284  1.9175  1.7665
H  2.1308  1.5945  2.6390
H  0.8855  -0.3284  3.1954
H  2.0815  -2.1650  1.6479
H  3.1960  -0.9475  2.0330
H  -0.3670  -2.1079  2.7361
H  0.0640  -2.8951  1.2151
H  -1.5008  -2.2534  1.3478

Charges computed using natural (NBO), reported in e: -0.41, -0.62, 0.87, -0.66, -0.44, -0.08, 0.30, -0.27, -0.40, -0.42, -0.19, -0.40, -0.01, -0.60, 0.50, -0.38, -0.33, 0.22, 0.22, 0.20, 0.39, 0.25, 0.22, 0.24, 0.23, 0.21, 0.23, 0.21, 0.22, 0.22, 0.23, 0.23

Record 4
The following is a DFT calculation (ωB97M-V/def2-TZVPD) of a molecular structure, C10H15N6O5RhS2Te.

Gap between HOMO and LUMO (alpha / beta) in eV: 5.90 / 5.90
Net charge: 0
Multiplicity: 1
HOMO (alpha / beta) in eV: -7.87 / -7.87

Cartesian coordinates (Å):
Rh  1.4420  1.1006  -0.3410
O  3.5036  4.0770  -1.4531
S  2.7544  2.9204  -1.1389
O  1.6763  3.0772  -0.0645
O  3.4879  1.7462  -0.5594
O  1.9361  2.3170  -2.2694
C  0.1187  1.9214  2.9184
Te  2.0643  1.4370  2.2288
C  2.0717  -0.5195  3.0550
H  -0.5186  1.0614  2.7373
H  -0.2239  2.7794  2.3441
H  0.1613  2.1747  3.9749
H  2.2465  -0.4737  4.1273
H  2.8736  -1.0740  2.5739
H  1.1172  -0.9898  2.8313
C  -3.2124  -2.2071  0.9095
C  -3.3525  -0.7355  1.3062
C  -2.4406  0.1285  0.4959
N  -1.1724  0.1817  0.6676
N  -0.5585  1.0003  -0.2376
C  -1.3601  1.5652  -1.1122
N  -0.9384  2.3588  -2.1011
S  -3.0057  1.1081  -0.8396
H  -3.8464  -2.8270  1.5422
H  -2.1831  -2.5474  1.0107
H  -3.5133  -2.3607  -0.1278
H  -3.0991  -0.5940  2.3583
H  -4.3820  -0.3957  1.1777
H  0.0565  2.5561  -2.2057
H  -1.5976  2.8264  -2.6945
N  1.4942  -0.7423  -2.8652
C  1.2083  -1.4500  -1.7482
O  1.3089  -0.9008  -0.5962
C  0.7466  -2.7757  -1.8278
C  0.6603  -3.4030  -3.0889
N  0.5608  -3.8603  -4.1446
C  0.3553  -3.4291  -0.6402
N  0.0230  -3.9316  0.3443
H  2.0288  0.1110  -2.8007
H  1.5083  -1.2310  -3.7467

Charges computed using natural (NBO), reported in e: 0.93, -0.89, 2.53, -0.93, -0.93, -1.02, -0.89, 1.02, -0.90, 0.25, 0.25, 0.24, 0.24, 0.25, 0.26, -0.60, -0.45, 0.09, -0.25, -0.35, 0.27, -0.78, 0.39, 0.22, 0.25, 0.21, 0.23, 0.22, 0.45, 0.41, -0.82, 0.66, -0.68, -0.54, 0.29, -0.38, 0.33, -0.40, 0.42, 0.42

Record 5
The following is a DFT calculation (ωB97M-V/def2-TZVPD) of a single C10H15NO molecule.

Gap between HOMO and LUMO in eV: 9.91
Net charge: 0
Structure (SMILES): COCCNCc1ccccc1
Multiplicity: 1
HOMO in eV: -8.88

Cartesian coordinates (Å):
C  0.2304  4.0149  -0.5732
O  0.2863  2.6358  -0.3275
C  1.5647  2.1973  0.0812
C  1.5163  0.6854  0.2561
N  1.3135  0.0604  -1.0381
C  1.0194  -1.3560  -0.9657
C  -0.2331  -1.7536  -0.2108
C  -0.2680  -2.9539  0.4885
C  -1.4074  -3.3447  1.1682
C  -2.5287  -2.5325  1.1676
C  -2.5030  -1.3330  0.4780
C  -1.3657  -0.9488  -0.2105
H  -0.7905  4.2382  -0.8767
H  0.9225  4.3046  -1.3742
H  0.4775  4.5904  0.3279
H  2.3132  2.4584  -0.6815
H  1.8460  2.6818  1.0286
H  2.4692  0.3327  0.6639
H  0.7181  0.4435  0.9765
H  0.5606  0.5508  -1.5116
H  0.9391  -1.7212  -1.9965
H  1.8843  -1.8481  -0.5079
H  0.6075  -3.5884  0.4969
H  -1.4189  -4.2829  1.7042
H  -3.4172  -2.8323  1.7036
H  -3.3726  -0.6918  0.4747
H  -1.3634  -0.0073  -0.7418

Charges computed using natural (NBO), reported in e: -0.24, -0.55, -0.07, -0.24, -0.62, -0.26, 0.05, -0.25, -0.19, -0.23, -0.20, -0.25, 0.19, 0.17, 0.16, 0.17, 0.17, 0.19, 0.18, 0.36, 0.21, 0.19, 0.21, 0.21, 0.21, 0.21, 0.21

Record 6
The following is a DFT calculation (ωB97M-V/def2-TZVPD) of 2 unconnected molecules or ions with the total composition C10H15NO2.

Gap between HOMO and LUMO in eV: 9.14
Net charge: 0
Structure (SMILES): Cc1ccc(O)cc1.CCC(N)=O
Multiplicity: 1
HOMO in eV: -8.25

Cartesian coordinates (Å):
C  -0.2993  2.6466  1.2992
C  -1.0283  1.4626  0.7400
C  -1.0807  0.2567  1.4548
C  -2.0790  -0.6893  1.1823
C  -2.8560  -0.5800  0.0488
O  -3.6235  -1.6116  -0.3707
C  -2.6518  0.5671  -0.7286
C  -1.9230  1.6580  -0.3119
H  0.0289  2.4578  2.3231
H  -1.0276  3.4691  1.3706
H  0.5581  3.0332  0.7522
H  -0.5707  0.1024  2.3850
H  -2.2226  -1.4557  1.9296
H  -4.3234  -1.3380  -0.9563
H  -2.9945  0.4999  -1.7659
H  -2.0690  2.6520  -0.7295
C  1.9602  -2.5412  -0.9929
C  1.9068  -1.3810  0.0525
C  2.1700  -0.2099  -0.8945
N  3.3810  0.4393  -0.9072
O  1.3837  0.1382  -1.7658
H  0.9580  -2.6686  -1.4110
H  2.4849  -3.4215  -0.5949
H  2.6453  -2.2281  -1.7833
H  0.9327  -1.2567  0.5244
H  2.6264  -1.5129  0.8494
H  3.7239  1.0803  -1.6003
H  3.9896  0.4312  -0.0993

Charges computed using natural (NBO), reported in e: -0.63, -0.04, -0.21, -0.26, 0.29, -0.67, -0.27, -0.18, 0.21, 0.21, 0.22, 0.21, 0.22, 0.48, 0.21, 0.21, -0.60, -0.50, 0.68, -0.84, -0.63, 0.23, 0.21, 0.21, 0.24, 0.21, 0.40, 0.38

Record 7
The following is a DFT calculation (ωB97M-V/def2-TZVPD) of a single C10H15NO2S molecule.

Gap between HOMO and LUMO (alpha / beta) in eV: 8.18 / 7.67
Net charge: 0
Multiplicity: 3
⟨S²⟩: 2.0084
HOMO (alpha / beta) in eV: -7.53 / -9.20

Cartesian coordinates (Å):
C  0.4332  1.5856  0.4341
C  -0.4021  0.7961  1.4490
C  1.1737  -1.1583  0.7388
C  0.6926  0.7798  -0.9177
C  1.3439  0.0551  3.2547
C  0.3994  -0.3807  1.9961
C  0.9057  -0.6164  -0.6683
C  -0.2692  -0.3262  -1.5054
C  -0.0873  -0.6209  -3.0206
C  -1.5970  -0.6349  -0.9761
N  0.9519  -0.0137  4.4500
O  1.5713  0.2652  5.4957
O  -1.9414  -1.6518  1.9263
S  -0.6431  -1.7107  2.6558
H  -0.2406  2.4550  0.0366
H  1.3088  2.1071  0.8266
H  -0.5229  1.6805  2.2568
H  -1.4748  0.5212  1.1084
H  1.1141  -2.1781  0.7665
H  2.3016  -0.8732  0.8708
H  0.9844  1.4579  -1.7269
H  2.4018  0.2950  3.2186
H  0.3185  -1.6198  -3.1530
H  0.6884  0.1213  -3.3425
H  -0.9457  -0.3895  -3.7278
H  -2.1872  0.2920  -0.9813
H  -1.6572  -0.9543  -0.0153
H  -2.0941  -1.3793  -1.6457
H  0.0925  -0.5760  4.6198

Charges computed using natural (NBO), reported in e: -0.41, -0.46, -0.45, -0.28, -0.03, -0.28, 0.08, -0.07, -0.60, -0.62, -0.02, -0.52, -0.79, 0.95, 0.22, 0.23, 0.24, 0.27, 0.22, 0.23, 0.24, 0.22, 0.22, 0.21, 0.22, 0.21, 0.23, 0.22, 0.35

Record 8
The following is a DFT calculation (ωB97M-V/def2-TZVPD) of a single C10H15NO4 molecule.

Gap between HOMO and LUMO in eV: 10.53
Net charge: 0
Structure (SMILES): CCCCC1=C[C@@]1(C(=O)OCC)[N+](=O)[O-]
Multiplicity: 1
HOMO in eV: -10.06

Cartesian coordinates (Å):
C  -5.2018  -0.3762  -0.2730
C  -3.8027  0.0926  -0.7450
C  -2.7215  -0.2202  0.3155
C  -1.3686  0.3562  -0.1704
C  -0.1898  -0.0824  0.6164
C  0.6758  -0.3352  1.5654
C  1.0585  -0.7800  0.1057
C  2.2313  -0.0643  -0.4587
O  2.8238  -0.2593  -1.4935
O  2.5630  1.0032  0.3155
C  3.7352  1.6289  -0.2164
C  4.9349  0.8121  0.2341
N  1.0926  -2.2049  0.0136
O  2.1676  -2.7532  -0.1136
O  -0.0046  -2.7154  0.1059
H  -5.3855  -1.3374  -0.6746
H  -5.9631  0.3067  -0.4699
H  -5.2041  -0.5201  0.8660
H  -3.5344  -0.5027  -1.5823
H  -3.7903  1.1496  -0.9562
H  -2.5568  -1.2653  0.5753
H  -3.0869  0.3384  1.1404
H  -1.1660  0.3123  -1.2414
H  -1.4831  1.3179  0.1052
H  1.1580  0.0172  2.3938
H  3.8149  1.7172  -1.2464
H  3.6300  2.5954  0.2144
H  5.3813  0.2951  -0.5499
H  5.6211  1.4415  0.6745
H  4.5711  0.0325  0.9497

Charges computed using natural (NBO), reported in e: -0.60, -0.39, -0.36, -0.46, 0.14, -0.11, -0.15, 0.77, -0.57, -0.51, -0.08, -0.63, 0.53, -0.36, -0.39, 0.21, 0.21, 0.19, 0.20, 0.20, 0.22, 0.20, 0.24, 0.23, 0.24, 0.21, 0.18, 0.22, 0.21, 0.21

Energy above the lowest of the compared OMol25 structures with the same formula, charge and spin per entry: 0.0; 657.6; 728.2; 63.7; 121.2; 117.7; 184.2; 690.3 kJ/mol